[1]
Here is a molecular structure, C26H36BrN7O11PSn from OMol25. Energies are from ωB97M-V/def2-TZVPD.

Summary:
**F_max**: 1.39 eV/Å
**Net charge**: -1
**Gap between HOMO and LUMO**: 7.74 eV
**Relative energy (zero: lowest compared OMol25 entry of this formula, charge and spin)**: 35.46 kcal per mole
**E_LUMO**: 2.361 eV

```
83
Properties=species:S:1:pos:R:3:forces:R:3
Sn 1.110 -1.071 -0.518 0.1 -0.6 0.6
N 2.024 -3.563 -0.382 0.2 0.4 0.0
C 0.895 -4.478 -0.311 -0.3 -0.3 0.1
C -0.302 -3.943 0.475 0.1 -0.1 0.4
O -1.463 -3.863 -0.205 -0.3 -0.2 -0.1
N -0.399 -3.699 1.713 -0.5 0.0 -0.7
C 0.683 -3.734 2.622 0.5 0.4 0.4
C 1.197 -2.255 2.866 -0.4 -1.1 0.3
O 1.243 -1.872 4.022 0.1 0.2 0.7
O 1.511 -1.621 1.829 0.2 0.5 -1.2
H 2.652 -3.814 -1.138 0.0 0.1 0.1
H 2.547 -3.548 0.487 0.0 0.2 -0.1
H 1.173 -5.447 0.140 -0.1 0.2 -0.1
H 0.542 -4.648 -1.327 0.1 -0.1 0.1
H 1.538 -4.344 2.298 0.1 -0.1 0.0
H 0.315 -4.101 3.582 0.2 0.0 -0.1
C -2.240 -5.164 -2.633 0.0 0.0 0.1
O -1.282 -4.140 -2.518 0.2 -0.1 -0.2
C -1.485 -3.166 -1.520 -0.4 -0.1 -0.1
O -0.599 -2.239 -1.635 1.0 0.5 0.4
N -2.849 -2.661 -1.594 -0.2 -0.1 -0.2
N -3.027 -1.469 -0.833 0.1 0.1 0.2
H -1.831 -5.873 -3.353 -0.1 0.0 0.0
H -3.195 -4.780 -3.006 0.0 0.0 0.0
H -2.392 -5.665 -1.670 -0.1 -0.1 -0.1
H -3.466 -3.360 -1.189 0.0 0.2 -0.1
H -2.643 -1.615 0.107 0.0 0.1 -0.2
H -2.415 -0.775 -1.264 -0.2 -0.2 0.1
C -3.421 1.669 4.132 -0.3 0.1 -0.2
N -2.275 0.885 3.723 0.6 -0.1 0.4
N -1.516 1.385 2.667 -0.4 -0.2 -0.3
C -1.141 0.334 1.831 -0.4 0.1 0.0
O -0.499 0.503 0.798 0.2 -0.1 -0.2
C -1.697 -0.846 2.421 -0.1 0.0 0.3
C -2.386 -0.476 3.527 0.3 0.1 -0.4
C -3.175 -1.308 4.470 0.0 0.1 -0.1
C -0.788 2.573 2.823 0.2 0.4 0.2
C -0.208 3.191 1.718 0.0 -0.1 -0.1
C 0.526 4.349 1.888 0.0 0.1 0.1
C 0.661 4.922 3.141 0.1 0.1 0.0
C 0.096 4.301 4.241 0.0 0.0 0.0
C -0.612 3.123 4.092 -0.1 -0.1 0.0
H -3.167 2.727 4.091 0.0 -0.1 0.1
H -3.687 1.402 5.155 0.0 0.0 0.0
H -4.285 1.493 3.479 0.0 0.0 0.0
H -1.499 -1.837 2.064 0.0 -0.3 0.0
H -2.939 -2.353 4.302 0.0 -0.1 0.0
H -4.248 -1.170 4.321 0.0 0.0 0.0
H -2.928 -1.046 5.497 0.0 0.0 0.1
H -0.294 2.741 0.743 -0.1 0.0 0.0
H 1.006 4.797 1.033 0.1 0.0 -0.1
H 1.220 5.837 3.262 0.1 0.1 0.0
H 0.224 4.720 5.228 0.0 0.0 0.1
H -0.993 2.604 4.958 0.0 0.0 0.0
C -1.834 2.499 -2.258 -0.2 0.2 0.3
O -1.212 1.760 -3.282 0.6 -0.7 -0.1
P 0.090 0.813 -2.810 -0.5 1.1 -0.7
O 1.299 1.883 -2.907 -0.4 -0.4 0.4
C 1.685 2.491 -4.126 0.1 0.3 -0.3
O 0.272 0.105 -4.237 0.4 0.0 -0.1
C -0.540 -1.010 -4.580 -0.2 -0.3 -0.2
H -2.517 3.201 -2.741 0.0 0.0 0.1
H -1.094 3.056 -1.675 -0.1 0.1 0.0
H -2.397 1.841 -1.589 0.0 0.1 0.0
H 2.122 3.459 -3.872 0.0 -0.1 -0.1
H 0.829 2.637 -4.786 0.0 0.0 0.0
H 2.434 1.879 -4.631 0.0 0.0 0.0
H -0.697 -1.656 -3.718 0.0 -0.1 0.0
H -0.013 -1.558 -5.360 0.0 0.0 0.0
H -1.502 -0.664 -4.961 0.0 0.0 0.0
Br 5.523 5.245 -3.230 -0.1 -0.1 0.1
C 4.641 3.909 -2.186 0.0 0.1 -0.1
C 3.895 4.282 -1.081 0.2 0.2 -0.2
N 3.251 3.395 -0.342 -0.3 0.1 0.4
C 3.300 2.121 -0.693 0.2 -0.4 -0.2
C 4.014 1.655 -1.792 0.2 -0.1 -0.2
C 4.721 2.579 -2.549 0.0 0.0 0.2
C 4.022 0.183 -2.237 0.2 0.6 0.1
O 4.839 -0.137 -3.089 0.3 -0.1 -0.4
O 3.163 -0.554 -1.682 -0.6 -0.6 0.4
H 3.821 5.318 -0.772 0.1 0.1 -0.1
H 2.758 1.424 -0.067 0.0 0.0 0.0
H 5.308 2.238 -3.390 0.0 0.0 0.0
```
Positions in Å, forces in eV/Å.

Löwdin population analysis, charges in e, atoms 1 to 4: atom 1 (Sn): 1.524, atom 2 (N): -0.021, atom 3 (C): -0.161, atom 4 (C): -0.374

---

[2]
Here is C26H36FN3O in the gas phase from OMol25. Energies are from ωB97M-V/def2-TZVPD.

Summary:
**Structure (SMILES)**: Cc1ccc(C(=O)N(CCN(C)C)C[C@@H]2CCCN(Cc3ccccc3F)C2)cc1C
**F_max**: 0.63 eV/Å
**Gap between HOMO and LUMO**: 9.14 eV
**Relative energy (zero: lowest compared OMol25 entry of this formula, charge and spin)**: 4.20 kcal per mole
**E_LUMO**: 0.787 eV

```
67
Properties=species:S:1:pos:R:3:forces:R:3
C -0.974 -1.864 7.261 0.0 0.0 -0.1
C -1.294 -1.394 5.875 0.0 0.1 -0.1
C -0.572 -0.356 5.303 0.0 0.0 0.0
C -0.853 0.095 4.026 -0.1 0.0 -0.2
C -1.863 -0.504 3.289 0.0 0.1 0.3
C -2.601 -1.530 3.863 0.1 0.1 0.0
C -2.331 -1.984 5.145 0.0 0.0 -0.1
C -3.145 -3.093 5.737 0.0 0.0 0.0
H -3.905 -3.430 5.037 -0.1 -0.1 0.0
H -3.639 -2.760 6.649 -0.1 -0.1 0.1
H -2.511 -3.941 5.996 0.0 -0.1 0.1
H -3.411 -1.976 3.301 -0.1 -0.1 -0.1
C -2.219 0.025 1.931 -0.1 -0.1 0.1
O -2.912 1.020 1.814 -0.1 0.2 0.1
N -1.741 -0.668 0.870 0.0 0.0 -0.2
C -0.949 -1.871 1.008 0.5 -0.2 0.4
H -1.054 -2.442 0.084 -0.1 0.0 0.1
H -1.354 -2.472 1.827 0.1 0.0 -0.2
C 0.544 -1.639 1.302 -0.2 -0.1 -0.2
N 1.288 -1.175 0.145 0.2 -0.2 0.3
C 2.459 -0.407 0.507 -0.1 0.0 0.0
H 2.927 -0.037 -0.404 0.1 0.1 0.0
H 2.159 0.446 1.115 0.0 0.1 0.0
H 3.202 -0.997 1.067 0.0 0.0 0.0
C 1.631 -2.242 -0.772 -0.1 0.1 0.0
H 0.736 -2.794 -1.050 0.0 -0.1 -0.1
H 2.357 -2.949 -0.341 0.0 0.0 0.0
H 2.055 -1.805 -1.675 0.0 -0.1 -0.1
H 0.962 -2.582 1.699 0.0 0.0 0.0
H 0.621 -0.888 2.089 0.0 -0.1 0.0
C -2.069 -0.201 -0.464 0.0 0.3 -0.3
H -2.952 0.438 -0.367 0.0 -0.1 -0.1
C -0.924 0.581 -1.115 -0.5 0.1 -0.1
C -0.793 1.986 -0.533 0.3 -0.2 0.0
C 0.366 2.698 -1.219 -0.3 0.1 -0.1
C 0.165 2.690 -2.731 0.3 0.1 0.2
N 0.054 1.324 -3.203 -0.1 0.1 -0.2
C 0.102 1.232 -4.650 0.1 -0.1 0.1
C 1.481 1.571 -5.145 0.0 -0.1 0.0
C 2.570 0.789 -4.779 0.1 0.2 -0.1
C 3.859 1.077 -5.188 -0.1 -0.1 0.1
C 4.079 2.181 -5.992 -0.1 0.0 0.0
C 3.013 2.976 -6.376 0.1 0.1 -0.1
C 1.730 2.672 -5.953 0.1 -0.1 0.0
H 0.903 3.298 -6.253 -0.1 0.0 0.0
H 3.180 3.838 -7.005 0.0 0.1 -0.1
H 5.080 2.417 -6.317 0.1 0.0 0.0
H 4.670 0.437 -4.876 0.1 -0.1 0.0
F 2.376 -0.303 -4.009 0.0 0.0 -0.1
H -0.640 1.890 -5.141 0.1 -0.1 0.0
H -0.126 0.197 -4.924 -0.1 0.1 0.0
C -1.108 0.677 -2.629 0.1 -0.2 0.3
H -1.184 -0.329 -3.053 0.0 0.0 0.0
H -2.041 1.222 -2.866 0.0 0.0 -0.1
H 1.023 3.158 -3.222 -0.1 0.0 0.0
H -0.738 3.277 -2.989 0.0 0.0 0.0
H 0.448 3.728 -0.868 0.1 0.0 0.0
H 1.296 2.177 -0.990 0.1 0.0 0.0
H -0.625 1.933 0.542 -0.1 0.0 0.1
H -1.721 2.541 -0.695 -0.1 0.0 0.1
H 0.008 0.040 -0.930 -0.2 0.1 -0.1
H -2.327 -1.069 -1.081 0.0 0.0 0.0
H -0.295 0.919 3.605 0.1 0.1 -0.1
H 0.220 0.112 5.869 0.1 0.0 0.1
H -0.142 -1.301 7.676 0.0 0.0 0.1
H -1.836 -1.740 7.916 0.0 0.0 0.1
H -0.710 -2.921 7.258 0.0 -0.1 0.1
```
Positions in Å, forces in eV/Å.

Löwdin population analysis, charges in e, atoms 1 to 4: atom 1 (C): -0.047, atom 2 (C): -0.236, atom 3 (C): -0.030, atom 4 (C): -0.032

---

[3]
Here is a molecular structure, C26H36N11O2S3Ta from OMol25. Energies are from ωB97M-V/def2-TZVPD.

Summary:
**F_max**: 0.54 eV/Å
**Net charge**: +2
**Gap between HOMO and LUMO**: 7.49 eV
**Relative energy (zero: lowest compared OMol25 entry of this formula, charge and spin)**: 4.77 kcal per mole
**E_LUMO**: -4.735 eV

```
79
Properties=species:S:1:pos:R:3:forces:R:3
Ta 0.470 -0.288 -0.324 0.2 -0.4 0.2
N -1.516 -1.002 -1.352 -0.1 0.0 0.1
C -2.194 -2.018 -0.515 0.0 0.0 0.0
C -3.220 -2.896 -1.258 0.0 0.0 0.0
C -4.633 -2.898 -0.661 0.0 0.0 0.0
C -4.826 -3.777 0.572 0.0 0.0 0.0
N -3.986 -3.364 1.692 0.1 0.0 -0.1
C -4.370 -2.744 2.794 0.0 0.0 0.1
N -5.652 -2.698 3.171 0.0 0.0 0.0
N -3.443 -2.149 3.552 -0.1 0.0 0.0
C -1.071 -2.814 0.154 0.0 -0.1 0.1
O -1.313 -3.774 0.868 -0.2 0.1 -0.1
O 0.115 -2.374 -0.107 0.0 0.2 0.0
H -2.168 -0.278 -1.640 0.0 0.0 0.0
H -1.174 -1.434 -2.209 0.0 0.0 0.0
H -2.698 -1.459 0.277 0.0 0.0 0.0
H -2.847 -3.920 -1.324 0.0 0.0 0.0
H -3.293 -2.529 -2.285 0.0 0.0 0.0
H -5.325 -3.269 -1.420 0.0 0.0 0.0
H -4.946 -1.875 -0.431 0.0 0.0 0.0
H -4.582 -4.814 0.338 0.0 0.0 0.0
H -5.874 -3.757 0.863 0.0 0.0 0.0
H -2.978 -3.520 1.560 0.0 -0.1 0.0
H -6.319 -3.357 2.812 0.0 0.0 0.0
H -5.927 -2.158 3.973 0.0 0.0 0.0
H -2.567 -1.851 3.142 0.1 0.0 0.0
H -3.683 -1.780 4.456 0.0 0.0 0.0
S -0.971 -0.147 1.812 0.1 0.0 0.1
C -0.011 0.772 2.965 0.0 0.0 0.0
C -0.393 0.788 4.302 0.0 0.0 0.0
C 0.336 1.483 5.255 -0.1 0.0 0.0
C -0.094 1.444 6.625 0.1 0.0 0.0
N -0.432 1.383 7.720 -0.1 0.0 0.0
C 1.479 2.190 4.865 0.0 0.0 0.0
C 1.859 2.187 3.531 0.0 0.0 0.0
C 1.128 1.489 2.574 0.0 0.0 0.0
S 1.670 1.568 0.897 0.0 0.1 0.0
C 2.272 2.909 5.823 0.0 0.0 0.0
N 2.930 3.486 6.566 0.0 0.0 0.0
H -1.277 0.249 4.614 0.0 0.0 0.0
H 2.742 2.737 3.235 0.0 0.0 0.0
C 1.195 1.381 -4.218 0.0 0.0 0.0
N 1.429 2.445 -3.249 0.0 0.0 0.0
C 2.386 3.435 -3.355 0.0 0.0 0.0
C 2.259 4.234 -2.272 0.0 0.0 0.0
N 1.223 3.717 -1.532 0.0 0.0 0.1
C 0.723 2.626 -2.124 0.0 0.0 0.0
S -0.620 1.696 -1.571 0.0 0.1 -0.1
H 1.930 1.478 -5.011 0.0 0.0 0.0
H 0.194 1.477 -4.633 0.0 0.0 0.0
H 1.301 0.418 -3.725 0.0 0.0 0.0
H 3.057 3.490 -4.192 0.0 0.0 0.0
H 2.802 5.114 -1.976 0.0 0.0 0.0
H 0.911 4.028 -0.624 0.0 0.0 0.0
N 4.680 -3.801 -0.201 0.0 -0.1 0.4
C 4.228 -2.740 0.773 0.1 -0.1 -0.1
C 2.708 -2.628 0.729 0.1 0.0 -0.1
N 2.267 -1.291 1.117 -0.2 0.2 -0.2
H 5.697 -3.900 -0.203 0.0 0.0 0.0
H 4.404 -3.502 -1.148 0.0 0.0 -0.1
H 4.272 -4.716 -0.002 0.0 0.0 0.0
H 4.689 -1.824 0.404 0.0 0.0 0.1
H 4.628 -2.981 1.756 0.0 0.0 0.0
H 2.209 -3.383 1.335 0.0 0.0 0.1
H 2.383 -2.786 -0.300 0.0 -0.1 0.1
H 2.942 -0.585 0.834 0.0 0.0 0.1
H 2.150 -1.178 2.120 -0.2 -0.1 0.0
N 1.802 -0.520 -1.530 0.3 0.0 -0.1
C 3.070 -0.870 -1.949 -0.2 0.0 0.2
C 3.286 -2.063 -2.655 0.0 0.0 -0.1
C 4.578 -2.473 -2.964 0.0 0.1 -0.3
C 5.676 -1.710 -2.570 0.0 0.0 0.0
C 5.464 -0.514 -1.893 0.0 0.0 0.0
C 4.177 -0.092 -1.588 0.1 0.0 0.0
H 2.429 -2.649 -2.967 0.0 0.0 0.0
H 4.727 -3.373 -3.549 0.0 0.0 0.0
H 6.679 -2.021 -2.830 0.0 0.0 0.0
H 6.308 0.102 -1.608 0.0 0.0 0.0
H 4.011 0.838 -1.056 0.0 0.0 0.0
```
Positions in Å, forces in eV/Å.

Löwdin population analysis, charges in e, atoms 1 to 4: atom 1 (Ta): 1.203, atom 2 (N): -0.082, atom 3 (C): -0.309, atom 4 (C): -0.117

---

What is the formula in the second record?
C26H36FN3O

---

Among the records above, which one has the lowest E_LUMO?
C26H36N11O2S3Ta

---

Look up the relative energy (zero: lowest compared OMol25 entry of this formula, charge and spin) of the second one.
4.20 kcal per mole

---

F_max of number 2 (C26H36FN3O)?
0.63 eV/Å